(1)
DFT (ωB97M-V/def2-TZVPD) results for a cluster of 12 separate species, C32H92N4O12 in total at a distorted geometry.

## Properties
Spin multiplicity   1
HOMO energy   -9.3 eV
Calculated total energy   -2396.09828 a.u.
Gap between HOMO and LUMO   9.7 eV
SMILES   COC[C@H](C)N.COC[C@H](C)N.COC[C@H](C)N.COC[C@H](C)N.CCO.CCO.CCO.CCO.CCO.CCO.CCO.CCO

Structure (XYZ):
```
140
C32H92N4O12, DFT ωB97M-V/def2-TZVPD
C -2.11 23.25 -23.57
O -1.73 24.52 -23.06
C -2.49 25.57 -23.66
C -2.01 26.88 -23.02
C -2.90 28.04 -23.48
N -0.62 27.22 -23.36
H -1.83 22.53 -22.80
H -1.70 23.01 -24.55
H -3.20 23.16 -23.63
H -2.17 25.63 -24.71
H -3.57 25.44 -23.63
H -1.99 26.77 -21.93
H -2.46 29.00 -23.24
H -3.90 28.01 -23.05
H -3.02 28.04 -24.57
H -0.01 26.60 -22.84
H -0.43 26.94 -24.32
C -6.91 12.74 -20.74
O -5.58 13.21 -20.55
C -5.22 14.22 -21.49
C -3.73 14.36 -21.50
C -3.30 15.61 -22.26
N -3.16 13.15 -22.16
H -7.05 12.07 -19.89
H -7.01 12.18 -21.67
H -7.63 13.54 -20.61
H -5.67 14.07 -22.48
H -5.70 15.16 -21.19
H -3.39 14.40 -20.46
H -2.25 15.88 -22.11
H -3.94 16.43 -21.91
H -3.44 15.49 -23.34
H -2.19 13.03 -21.90
H -3.71 12.37 -21.80
C -2.76 20.17 -20.45
O -1.53 19.51 -20.42
C -0.77 19.35 -21.59
C 0.41 18.42 -21.30
C -0.03 16.97 -21.02
N 1.10 18.96 -20.07
H -3.53 19.61 -19.94
H -3.14 20.46 -21.45
H -2.64 21.21 -20.13
H -1.44 18.96 -22.37
H -0.30 20.30 -21.87
H 1.14 18.35 -22.11
H -0.78 17.06 -20.23
H 0.79 16.38 -20.60
H -0.33 16.46 -21.93
H 0.29 19.19 -19.48
H 1.33 19.92 -20.34
C -5.51 21.69 -12.87
O -4.86 20.73 -13.67
C -4.48 21.33 -14.90
C -3.88 20.27 -15.80
C -3.14 20.78 -17.01
N -4.87 19.23 -16.14
H -5.87 21.27 -11.92
H -6.34 22.19 -13.36
H -4.74 22.34 -12.44
H -5.39 21.65 -15.42
H -3.78 22.15 -14.73
H -3.21 19.71 -15.13
H -2.67 19.95 -17.54
H -2.28 21.42 -16.79
H -3.85 21.37 -17.59
H -4.40 18.33 -16.18
H -5.56 19.15 -15.39
C -3.77 25.28 -18.79
C -3.70 24.36 -19.98
O -2.32 24.17 -20.33
H -4.73 25.33 -18.28
H -3.44 26.30 -19.01
H -3.08 24.90 -18.03
H -4.26 24.79 -20.81
H -4.02 23.36 -19.67
H -2.25 24.13 -21.30
C 2.56 22.11 -25.50
C 2.14 21.09 -24.44
O 2.09 19.77 -25.02
H 3.63 22.28 -25.50
H 2.05 23.02 -25.15
H 2.24 21.78 -26.48
H 1.21 21.35 -23.93
H 2.85 20.99 -23.62
H 2.82 19.20 -24.77
C -3.22 16.48 -18.45
C -3.86 15.33 -17.70
O -3.57 15.54 -16.31
H -2.15 16.34 -18.57
H -3.27 17.38 -17.84
H -3.67 16.67 -19.43
H -3.47 14.35 -17.97
H -4.93 15.25 -17.95
H -4.31 15.22 -15.78
C 0.33 17.55 -16.20
C 1.32 16.94 -17.19
O 2.29 17.95 -17.51
H -0.55 16.91 -16.10
H -0.01 18.55 -16.46
H 0.80 17.69 -15.22
H 0.83 16.75 -18.14
H 1.85 16.10 -16.74
H 2.19 18.18 -18.44
C -4.95 20.14 -24.60
C -6.43 20.52 -24.63
O -6.59 21.27 -25.82
H -4.63 19.63 -23.68
H -4.37 21.07 -24.60
H -4.65 19.55 -25.47
H -6.59 21.11 -23.73
H -7.08 19.64 -24.57
H -7.50 21.27 -26.12
C -0.71 14.21 -18.14
C 0.48 13.35 -17.79
O 0.07 12.22 -17.02
H -1.14 14.68 -17.25
H -1.47 13.52 -18.51
H -0.53 14.99 -18.88
H 1.26 13.93 -17.30
H 0.91 12.97 -18.72
H 0.73 12.11 -16.32
C -1.75 17.43 -25.66
C -1.47 18.86 -26.12
O -0.83 19.60 -25.07
H -2.27 17.42 -24.71
H -0.76 16.96 -25.70
H -2.26 16.89 -26.46
H -2.37 19.46 -26.27
H -0.81 18.89 -27.00
H 0.13 19.53 -25.12
C -6.78 20.15 -20.15
C -6.31 21.15 -19.10
O -6.79 20.78 -17.79
H -5.92 19.59 -20.51
H -7.25 20.67 -21.00
H -7.60 19.53 -19.82
H -6.67 22.15 -19.32
H -5.22 21.15 -19.02
H -6.16 20.10 -17.45
```


(2)
DFT (ωB97M-V/def2-TZVPD) results for the molecule C3H7N3O2 at a distorted geometry.

## Properties
Spin multiplicity   1
HOMO energy   -8.7 eV
Calculated total energy   -433.18014 a.u.
Gap between HOMO and LUMO   9.2 eV
SMILES   NC(N)(O)[C@@H]1NC1=O

Structure (XYZ):
```
15
C3H7N3O2, DFT ωB97M-V/def2-TZVPD
N -0.26 1.05 -0.69
C 0.54 -0.29 -0.25
N 1.80 -0.02 0.32
O 0.58 -1.14 -1.35
C -0.45 -0.70 0.81
N -1.88 -0.69 0.47
C -1.40 0.50 0.96
O -1.74 1.39 1.70
H 0.37 1.81 -0.89
H -0.93 0.94 -1.46
H 1.74 0.54 1.15
H 2.47 0.36 -0.33
H 1.47 -1.49 -1.49
H -0.12 -1.42 1.55
H -2.20 -0.85 -0.48
```


(3)
DFT (ωB97M-V/def2-TZVPD) results for the molecule C7H10N6O2 at a distorted geometry.

## Properties
Spin multiplicity   1
HOMO energy   -8.1 eV
Calculated total energy   -751.73847 a.u.
Gap between HOMO and LUMO   8.7 eV
SMILES   C=C(N)N[C@]1(N)OC(=O)Nc2nc[nH]c21

Structure (XYZ):
```
25
C7H10N6O2, DFT ωB97M-V/def2-TZVPD
C -1.54 1.19 2.08
C -1.11 1.31 0.83
N -0.11 2.23 0.47
N -1.57 0.47 -0.23
C -0.78 -0.65 -0.71
N -1.22 -1.12 -1.96
O -0.81 -1.75 0.31
C 0.11 -1.86 1.33
O -0.19 -2.60 2.25
N 1.31 -1.21 1.31
C 1.63 -0.61 0.09
N 2.88 -0.18 -0.36
C 2.57 0.41 -1.49
N 1.26 0.37 -1.92
C 0.70 -0.31 -0.87
H -2.40 0.58 2.24
H -1.26 1.85 2.82
H -0.07 2.93 1.22
H -0.05 2.45 -0.58
H -2.47 0.13 0.02
H -2.18 -1.49 -1.79
H -0.63 -1.87 -2.40
H 1.96 -1.69 2.07
H 3.26 0.84 -2.12
H 0.70 0.58 -2.63
```


(4)
DFT (ωB97M-V/def2-TZVPD) results for a structure of composition C4H11NO at a distorted geometry.

## Properties
Spin multiplicity   1
HOMO energy   -8.1 eV
Calculated total energy   -288.89690 a.u.
Gap between HOMO and LUMO   9.1 eV

Structure (XYZ):
```
17
C4H11NO, DFT ωB97M-V/def2-TZVPD
C -1.03 1.59 -0.27
O 0.03 0.68 -0.37
C -1.74 1.48 1.08
H -1.72 1.40 -1.10
H -0.61 2.61 -0.36
H -0.98 1.34 1.85
H -2.39 0.60 1.03
H -2.37 2.35 1.32
C 1.43 -1.86 -1.26
C 0.69 -0.73 0.71
N 1.68 -1.35 0.10
H 1.79 -2.87 -1.47
H 1.77 -1.20 -2.06
H 0.34 -1.87 -1.34
H -0.28 -1.17 0.51
H 0.75 0.02 1.48
H 2.63 -1.01 0.17
```